A structure of composition CF3OSSm in a non-equilibrium geometry. Source: the OMol25 dataset; level of theory: the ωB97M-V functional and the def2-TZVPD basis.

Geometry as XYZ:
```
7
Properties=species:S:1:pos:R:3:mulliken_charge:R:1
O -0.7721 0.3487 -0.2346 -0.70
F 1.9011 -1.9318 1.1710 -0.57
F 1.2048 0.5045 1.6941 -0.15
S 0.6776 0.1622 -0.8139 0.14
C 1.6562 -0.0210 0.5891 0.66
Sm -2.8349 -1.0264 -0.2742 1.75
F 2.9033 0.3468 0.4440 -0.13
```

Summary:
Gap between HOMO and LUMO (spin up / spin down) (hartree): 0.19762 / 0.20451
2S+1: 7
Net charge: +1
HOMO energy (spin up / spin down) (eV): -12.025 / -12.049

---

A structure of composition CF4NdO3P in a non-equilibrium geometry. Source: the OMol25 dataset; level of theory: the ωB97M-V functional and the def2-TZVPD basis.

Geometry as XYZ:
```
10
Properties=species:S:1:pos:R:3:mulliken_charge:R:1
C -1.1800 -1.2270 0.0945 0.65
F 1.4566 -0.9540 -1.0967 -0.33
F 0.2087 1.3335 0.9966 -0.46
F 1.4602 1.3085 -0.9337 -0.28
F 2.0486 -0.0305 0.9601 -0.26
O -0.1061 -1.3754 0.8133 -0.44
P 0.8364 0.1172 -0.0564 1.42
O -0.7490 0.0759 -0.7025 -0.70
Nd -1.7591 2.5415 -0.0998 1.83
O -2.2164 -1.7896 0.0247 -0.44
```

Summary:
Gap between HOMO and LUMO (spin up / spin down) (hartree): 0.25327 / 0.31707
2S+1: 5
Net charge: +1
HOMO energy (spin up / spin down) (eV): -13.332 / -15.019

---

A cluster of 2 separate species, CFN3O2 in total in a non-equilibrium geometry. Source: the OMol25 dataset; level of theory: the ωB97M-V functional and the def2-TZVPD basis.

Geometry as XYZ:
```
7
Properties=species:S:1:pos:R:3:mulliken_charge:R:1
O -1.3605 -1.3322 -0.4095 -0.38
F -0.0211 1.8342 0.1308 -0.16
N -0.7823 -0.5839 -1.0666 1.01
N 0.5436 0.5158 0.0790 -0.25
C 0.9330 -0.0152 1.1619 0.53
O -0.7436 -0.1158 -2.0986 -0.36
N 1.4309 -0.3028 2.2030 -0.39
```

Summary:
Gap between HOMO and LUMO (spin up / spin down) (hartree): 0.26852 / 0.30587
Net charge: 0
HOMO energy (spin up / spin down) (eV): -9.827 / -10.339

---

A cluster of 3 separate species, CFO5S in total in a non-equilibrium geometry. Source: the OMol25 dataset; level of theory: the ωB97M-V functional and the def2-TZVPD basis.

Geometry as XYZ:
```
8
Properties=species:S:1:pos:R:3:mulliken_charge:R:1
O 0.7400 -0.8038 2.6908 -0.39
C 0.8543 0.3012 2.3940 0.80
S -0.2287 0.1735 -0.9718 0.84
O 1.2510 0.0899 -1.0310 -0.53
O -1.0252 -0.0416 -2.1484 -0.22
O 0.9876 1.4154 2.1659 -0.40
F -1.7970 -1.0180 -3.4501 -0.57
O -0.7820 -0.1166 0.3505 -0.52
```

Summary:
Gap between HOMO and LUMO (spin up / spin down) (hartree): 0.25146 / 0.33632
Net charge: -1
HOMO energy (spin up / spin down) (eV): -3.756 / -6.016

---

A structure of composition CGaO3 in a non-equilibrium geometry. Source: the OMol25 dataset; level of theory: the ωB97M-V functional and the def2-TZVPD basis.

Geometry as XYZ:
```
5
Properties=species:S:1:pos:R:3:mulliken_charge:R:1
Ga -0.1392 0.9185 -1.3786 0.58
O -0.4173 1.8063 0.0359 -0.15
O 0.1917 -1.5591 1.5481 -0.09
O 0.1697 -0.7103 -0.5927 -0.08
C 0.1374 -0.9028 0.5907 0.74
```

Summary:
Gap between HOMO and LUMO (spin up / spin down) (hartree): 0.28209 / 0.35264
Net charge: +1
HOMO energy (spin up / spin down) (eV): -16.018 / -18.060

---

A structure of composition CGdNO5S2 in a non-equilibrium geometry. Source: the OMol25 dataset; level of theory: the ωB97M-V functional and the def2-TZVPD basis.

Geometry as XYZ:
```
10
Properties=species:S:1:pos:R:3:mulliken_charge:R:1
O -1.3335 1.2399 0.1218 -0.57
O -1.4210 1.8980 -2.3892 -0.52
S 0.1643 -1.5448 -0.8074 0.64
N -0.2447 -0.3994 -1.7795 -0.24
O 2.6299 0.3620 2.0507 -0.30
Gd -0.7476 0.0478 1.7795 1.24
S -1.4283 0.8129 -1.3701 0.63
C 1.5647 0.0333 1.5439 0.13
O -0.8228 -1.6359 0.3791 -0.55
O 1.6392 -0.8138 0.4711 -0.47
```

Summary:
Gap between HOMO and LUMO (spin up / spin down) (hartree): 0.24543 / 0.19348
2S+1: 8
Net charge: 0
HOMO energy (spin up / spin down) (eV): -7.611 / -8.395

---

A cluster of 3 separate species, CH10N3O2 in total in a non-equilibrium geometry. Source: the OMol25 dataset; level of theory: the ωB97M-V functional and the def2-TZVPD basis.

Geometry as XYZ:
```
16
Properties=species:S:1:pos:R:3:mulliken_charge:R:1
H -1.5425 -0.2429 2.9413 0.26
H 2.2955 -0.3013 -2.7746 0.35
H 1.5962 -0.6282 1.3439 0.26
H -0.9907 1.4842 -0.0218 0.35
H -2.0391 0.9678 1.2275 0.25
N -0.5759 -0.1831 2.7584 -0.37
H -1.9092 -0.3832 -2.6074 0.37
O -1.3141 0.2972 -2.2794 -0.49
H -1.2510 0.8840 -3.0473 0.38
H 3.0882 -0.8330 -1.5841 0.33
N -1.2175 0.8003 0.7084 -0.16
H 1.1062 -0.1406 -0.1918 0.28
C -0.2849 0.1738 1.4462 0.63
H -0.0469 -0.9189 3.1722 0.28
N 0.8558 -0.2391 0.8362 -0.05
O 2.2299 -0.7368 -1.9277 -0.64
```

Summary:
Gap between HOMO and LUMO (spin up / spin down) (hartree): 0.40912 / 0.14978
2S+1: 2
Net charge: +2
HOMO energy (spin up / spin down) (eV): -19.640 / -19.153

---

A cluster of 2 separate species, CH10N3Si in total in a non-equilibrium geometry. Source: the OMol25 dataset; level of theory: the ωB97M-V functional and the def2-TZVPD basis.

Geometry as XYZ:
```
15
Properties=species:S:1:pos:R:3:mulliken_charge:R:1
H 1.9586 -1.4638 -1.0776 0.27
H -0.7667 0.3894 1.3176 -0.12
H -1.3833 1.8575 -0.7687 -0.09
Si -0.6769 0.5923 -0.1500 0.62
H 3.3136 1.5422 0.0955 0.32
N -2.7242 0.0501 0.0270 -0.69
H 1.3360 -2.0955 0.5326 0.26
H -2.8393 0.4398 0.9221 0.32
C 1.2721 0.8625 0.1597 0.19
H -3.3918 0.5253 -0.6369 0.32
N 1.9718 -1.4586 -0.0583 -0.71
H -2.8184 -1.0076 0.1269 0.33
H 2.8514 -1.1405 0.3622 0.25
H -0.4342 -0.4246 -1.0743 -0.14
N 2.3313 1.3316 0.2224 -0.14
```

Summary:
Gap between HOMO and LUMO (hartree): 0.37209
Net charge: +1
HOMO energy (eV): -13.495

---

A cluster of 4 separate species, CH10NO3 in total in a non-equilibrium geometry. Source: the OMol25 dataset; level of theory: the ωB97M-V functional and the def2-TZVPD basis.

Geometry as XYZ:
```
15
Properties=species:S:1:pos:R:3:mulliken_charge:R:1
H -0.3431 2.3436 0.5314 0.26
H -0.4574 1.1049 -0.9712 0.31
O 1.2981 -1.8129 -0.1183 -0.64
O 0.0898 -0.2389 3.7383 -0.61
O -1.5567 1.2523 -4.1962 -0.65
N 0.2539 0.3231 0.6949 -0.08
H 1.6851 -2.5971 0.2154 0.32
H -2.2217 1.1225 -4.9280 0.34
C -0.2798 1.3374 0.0422 -0.07
H 1.1291 -2.2500 -0.9703 0.33
H -0.7469 0.8860 -4.5534 0.32
H 0.4827 0.4418 1.7371 0.23
H 0.8467 -0.7052 3.9906 0.31
H 0.2994 -0.7052 0.4052 0.35
H -0.4793 -0.5023 4.3825 0.29
```

Summary:
Gap between HOMO and LUMO (hartree): 0.35226
Net charge: +1
HOMO energy (eV): -14.281

---

A cluster of 4 separate species, CH10NO4 in total in a non-equilibrium geometry. Source: the OMol25 dataset; level of theory: the ωB97M-V functional and the def2-TZVPD basis.

Geometry as XYZ:
```
16
Properties=species:S:1:pos:R:3:mulliken_charge:R:1
H -0.7260 -1.0259 -0.8138 0.27
H -1.9282 -0.9464 -1.6900 0.27
O -1.2923 -1.5855 -1.5479 -0.74
N -1.7057 0.2651 0.7941 -0.52
O 0.1077 0.2252 -0.5543 -0.76
H 2.2672 1.9271 -0.2902 0.25
O 2.5970 1.1122 -0.7174 -0.69
H 0.6756 -0.2717 1.3359 0.40
H 1.8077 0.3150 -0.5407 0.40
H -1.2888 -0.7167 0.9275 0.24
H -0.2626 1.6904 0.9445 0.24
C -0.6897 1.0855 0.1238 -0.35
O 0.9221 -0.9790 1.9118 -0.72
H -1.0401 1.7908 -0.7418 0.18
H -2.6650 0.3927 0.4114 0.20
H 0.5622 -1.7071 1.4170 0.32
```

Summary:
Gap between HOMO and LUMO (hartree): 0.31217
Net charge: -1
HOMO energy (eV): -4.311

---

A cluster of 5 separate species, CH10NO6 in total in a non-equilibrium geometry. Source: the OMol25 dataset; level of theory: the ωB97M-V functional and the def2-TZVPD basis.

Geometry as XYZ:
```
18
Properties=species:S:1:pos:R:3:mulliken_charge:R:1
H 2.2466 -0.0273 -0.2438 0.45
H 2.8303 -0.7384 0.9036 0.28
H -2.1196 -0.9585 -0.3124 0.39
O -0.6467 -1.0006 0.9199 -0.82
H -0.3079 -2.1979 -0.5272 0.45
O -3.0918 -0.8612 -0.4210 -0.69
H -0.1760 2.5469 -1.1160 0.33
O 0.3312 3.3526 -1.2986 -0.67
C -0.1870 0.1440 0.6864 0.58
H 1.1138 -2.7394 -0.3623 0.28
H -1.2446 0.9547 2.3015 0.19
H -0.3625 2.1241 1.5692 0.18
O 0.5335 0.5119 -0.2753 -0.81
O 0.3117 -2.8705 -0.8725 -0.69
H 1.1840 3.1028 -0.9072 0.33
N -0.5685 1.1379 1.5856 -0.35
O 3.1022 -0.4510 0.0234 -0.70
H -3.1378 0.1008 -0.4809 0.28
```

Summary:
Gap between HOMO and LUMO (hartree): 0.34872
Net charge: -1
HOMO energy (eV): -5.885

---

A cluster of 4 separate species, CH10O3S2 in total in a non-equilibrium geometry. Source: the OMol25 dataset; level of theory: the ωB97M-V functional and the def2-TZVPD basis.

Geometry as XYZ:
```
16
Properties=species:S:1:pos:R:3:mulliken_charge:R:1
H -2.4404 0.2119 -0.2948 0.32
O -1.1210 -1.8592 -0.2035 -0.68
H 1.1572 1.8110 0.4631 0.30
S 4.4573 1.4021 -1.3945 -0.25
H -2.3715 0.8261 1.0428 0.33
H 2.2618 2.7113 -0.5047 0.35
H 5.0756 0.5427 -0.5537 0.16
O -2.9788 -2.2371 1.8355 -0.62
H -0.6833 -1.0209 -0.0883 0.30
H 0.7822 2.0494 -1.1968 0.30
C 1.6168 1.8341 -0.5226 -0.84
O -2.1826 1.0552 0.1399 -0.64
S 2.5848 0.4824 -1.1325 -0.03
H -2.3565 -2.3433 1.1217 0.37
H -0.4650 -2.3683 -0.6844 0.30
H -3.3366 -3.0973 1.9730 0.32
```

Summary:
Gap between HOMO and LUMO (hartree): 0.33044
Net charge: 0
SMILES: CSS.O.O.O
HOMO energy (eV): -8.879

---

- Which value of net charge does entry 11 give?
  -1

---

Copy entry 1 word for word.
A structure of composition CF3OSSm in a non-equilibrium geometry. Source: the OMol25 dataset; level of theory: the ωB97M-V functional and the def2-TZVPD basis.

Geometry as XYZ:
```
7
Properties=species:S:1:pos:R:3:mulliken_charge:R:1
O -0.7721 0.3487 -0.2346 -0.70
F 1.9011 -1.9318 1.1710 -0.57
F 1.2048 0.5045 1.6941 -0.15
S 0.6776 0.1622 -0.8139 0.14
C 1.6562 -0.0210 0.5891 0.66
Sm -2.8349 -1.0264 -0.2742 1.75
F 2.9033 0.3468 0.4440 -0.13
```

Summary:
Gap between HOMO and LUMO (spin up / spin down) (hartree): 0.19762 / 0.20451
2S+1: 7
Net charge: +1
HOMO energy (spin up / spin down) (eV): -12.025 / -12.049